An isolated molecule of C23H30Cl2N2S2, computed with ωB97M-V/def2-TZVPD.

Geometry as ORCA input:
```
! wB97M-V def2-TZVPD RIJCOSX def2/J DEFGRID3
* xyz 0 1
C 3.793 0.382 3.455
C 3.679 0.049 1.891
C 4.629 -1.028 1.255
C 4.582 -1.444 -0.239
C 3.540 -0.789 -1.194
C 3.410 -1.202 -2.734
C 3.560 0.019 -3.764
C 2.372 0.081 -4.874
S 2.045 -1.566 -5.690
C 2.593 0.267 -0.577
C 2.632 0.713 0.933
N 1.713 1.735 1.479
C 0.306 1.491 1.121
C -0.792 1.514 2.207
C -2.272 1.205 1.797
C -3.334 1.208 3.025
C -3.025 -0.173 3.841
C -3.802 -1.416 3.145
C -3.026 -2.817 3.283
N -2.296 -3.245 2.044
C -2.720 0.882 0.343
C -1.609 0.860 -0.742
C -1.875 0.503 -2.286
Cl -3.456 -0.429 -2.538
C -1.833 1.817 -3.227
C -3.110 2.763 -2.977
Cl -1.961 1.178 -4.970
C -0.144 1.154 -0.351
S 1.258 1.102 -1.585
H 4.697 -0.134 3.952
H 2.868 -0.111 3.951
H 3.731 1.497 3.696
H 5.401 -1.577 1.911
H 5.303 -2.252 -0.609
H 4.084 -2.102 -2.993
H 2.329 -1.601 -2.859
H 4.530 -0.110 -4.376
H 3.563 1.056 -3.269
H 2.663 0.799 -5.732
H 1.387 0.471 -4.453
H 0.836 -1.979 -5.119
H 1.774 1.806 2.503
H -0.553 1.740 3.299
H -3.218 2.131 3.685
H -4.363 1.111 2.535
H -3.223 -0.081 4.961
H -1.901 -0.431 3.740
H -3.926 -1.222 2.012
H -4.804 -1.531 3.680
H -3.840 -3.614 3.490
H -2.304 -2.851 4.169
H -1.293 -3.408 2.268
H -2.643 -4.206 1.847
H -3.803 0.643 0.099
H -0.977 -0.149 -2.606
H -0.833 2.355 -3.035
H -3.990 2.281 -3.528
H -2.944 3.803 -3.415
H -3.409 2.853 -1.874
*
```

Summary:
Kohn-Sham gap   0.299 Eh
SMILES   Cc1ccc(CCCS)c2c1Nc1cc(CCCCN)cc([C@@H](Cl)[C@H](C)Cl)c1S2
Energy   -74024.481 eV
Highest occupied orbital energy   -7.83 eV

Here are the natural (NBO) charges for atoms 1 to 5, given in e: atom 1 (C): -0.663, atom 2 (C): -0.050, atom 3 (C): -0.204, atom 4 (C): -0.240, atom 5 (C): 0.010


A 10-piece molecular cluster, C23H30F3N7O9 overall, computed with ωB97M-V/def2-TZVPD.

Geometry as ORCA input:
```
! wB97M-V def2-TZVPD RIJCOSX def2/J DEFGRID3
* xyz 0 1
C -10.147 20.185 13.270
C -11.082 21.352 13.030
O -12.081 21.092 13.992
C -12.113 19.787 14.275
O -12.971 19.212 14.963
O -11.023 19.174 13.756
F -11.567 21.316 11.778
H -9.421 20.458 14.035
H -9.624 19.793 12.398
H -10.659 22.348 13.159
C -15.002 23.747 11.801
C -13.620 23.690 11.352
O -12.853 24.197 12.440
C -13.703 24.737 13.318
O -13.393 25.398 14.275
O -14.987 24.433 12.949
F -13.495 24.643 10.348
H -15.441 22.752 11.871
H -15.597 24.275 11.056
H -13.234 22.703 11.096
C -16.063 17.756 17.157
C -14.637 17.228 17.021
O -14.716 16.411 15.945
C -15.537 17.013 15.094
O -15.578 16.719 13.916
O -16.297 17.935 15.791
F -14.330 16.491 18.078
H -16.142 18.628 17.806
H -16.701 16.979 17.578
H -13.972 18.092 17.041
C -15.129 22.637 15.745
C -15.717 21.702 14.769
N -16.167 20.975 13.971
H -15.172 23.674 15.413
H -14.069 22.384 15.786
H -15.712 22.562 16.662
C -10.172 24.115 17.735
C -10.103 23.445 16.452
N -9.995 22.952 15.412
H -9.922 25.176 17.701
H -9.420 23.669 18.386
H -11.162 23.938 18.154
C -12.263 16.575 12.229
C -11.991 15.315 11.529
N -11.741 14.282 11.012
H -12.803 17.289 11.608
H -11.343 16.986 12.646
H -13.031 16.280 12.944
C -13.289 20.861 18.572
C -14.606 21.307 18.909
N -15.774 21.552 19.061
H -13.307 20.425 17.573
H -12.860 20.203 19.328
H -12.711 21.775 18.438
C -6.421 18.003 8.910
C -7.353 18.363 10.001
N -8.082 18.600 10.864
H -6.749 17.198 8.252
H -5.397 17.865 9.256
H -6.324 18.911 8.315
C -14.568 20.015 11.632
C -14.133 19.471 10.398
N -13.801 18.979 9.408
H -15.548 19.562 11.783
H -14.636 21.098 11.737
H -13.878 19.689 12.411
C -7.199 17.355 14.948
C -7.058 18.814 14.601
N -6.814 19.893 14.273
H -7.559 16.834 14.060
H -7.871 17.127 15.776
H -6.221 16.939 15.190
*
```

Summary:
Kohn-Sham gap   0.396 Eh
SMILES   O=C1OC[C@@H](F)O1.O=C1OC[C@@H](F)O1.O=C1OC[C@@H](F)O1.CC#N.CC#N.CC#N.CC#N.CC#N.CC#N.CC#N
ΔE to the lowest compared entry with this formula, charge and spin   0.000 eV
Energy   -61345.359 eV
Highest occupied orbital energy   -10.82 eV

Here are the Löwdin charges for atoms 1 to 5, given in e: atom 1 (C): -0.062, atom 2 (C): -0.324, atom 3 (O): 0.109, atom 4 (C): -0.519, atom 5 (O): 0.105


C23H30N2O4S as an isolated structure, computed with ωB97M-V/def2-TZVPD.

Geometry as ORCA input:
```
! wB97M-V def2-TZVPD RIJCOSX def2/J DEFGRID3
* xyz 0 1
C 2.920 -3.564 -1.712
H 1.985 -4.074 -1.431
C 2.392 -2.484 -2.730
H 2.155 -2.981 -3.747
H 3.406 -1.755 -3.260
C 1.558 -1.540 -2.408
N 0.465 -2.258 -1.911
C -0.175 -2.068 -0.662
O 0.559 -1.531 0.133
C -1.384 -2.693 -0.133
O -1.744 -2.752 1.255
C -1.943 -1.392 1.603
C -1.834 -1.011 2.998
C -2.108 -0.033 3.760
C -2.281 1.244 2.835
C -2.071 0.974 1.538
C -1.874 -0.077 0.939
H -1.891 -0.251 -0.146
H -2.451 1.944 0.984
N -2.243 2.319 3.630
S -0.900 2.866 4.267
O -0.478 1.646 5.356
O -1.034 4.101 4.857
C 0.405 2.596 3.057
C 0.247 3.862 2.130
C 1.230 3.768 1.114
C 1.881 2.613 0.604
C 1.380 1.309 1.527
C 0.918 1.431 2.624
H 0.679 0.671 3.326
H 1.759 0.360 1.182
C 2.482 2.397 -0.713
H 2.366 1.340 -1.002
H 3.686 2.524 -0.467
H 2.327 3.126 -1.379
H 1.335 4.470 0.546
H 0.008 4.907 2.457
C -2.741 3.388 3.027
H -3.925 3.185 2.559
H -2.328 3.669 2.014
H -2.838 4.369 3.713
H -1.933 -0.118 4.814
H -1.680 -2.131 3.620
H -2.116 -2.309 -0.802
H -1.408 -3.903 -0.382
C -0.555 -2.682 -2.834
H -1.331 -3.230 -2.445
C -0.909 -1.609 -3.861
C 0.071 -1.066 -4.539
C 1.084 -0.628 -3.465
H 1.902 -0.033 -3.813
H 0.430 0.316 -2.908
H 0.644 -1.670 -5.002
H 0.010 -0.226 -5.130
H -1.498 -2.180 -4.589
H -1.569 -1.165 -3.255
H 0.049 -3.516 -3.517
H 1.915 -1.113 -1.517
H 3.145 -3.109 -0.828
H 3.852 -4.244 -1.880
*
```

Summary:
Kohn-Sham gap   0.295 Eh
ΔE to the lowest compared entry with this formula, charge and spin   22.194 eV
Energy   -46322.073 eV
Highest occupied orbital energy   -8.25 eV

Here are the natural (NBO) charges for atoms 1 to 5, given in e: atom 1 (C): -0.627, atom 2 (H): 0.214, atom 3 (C): -0.293, atom 4 (H): 0.200, atom 5 (H): 0.163


An isolated molecule of C23H30N2O4S, computed with ωB97M-V/def2-TZVPD.

Geometry as ORCA input:
```
! wB97M-V def2-TZVPD RIJCOSX def2/J DEFGRID3
* xyz 0 1
C -2.480 -0.953 -2.255
C -2.905 0.205 -1.364
O -4.258 0.010 -1.010
C -4.763 1.055 -0.194
C -6.224 0.751 0.100
H -6.655 1.546 0.702
H -6.775 0.664 -0.831
H -6.302 -0.191 0.637
C -3.937 1.168 1.095
N -2.540 1.343 0.754
C -1.882 2.471 1.116
O -2.387 3.313 1.834
C -0.489 2.614 0.584
C 0.600 2.524 1.444
C 1.886 2.694 0.970
C 2.102 2.964 -0.380
C 1.011 3.095 -1.235
C -0.272 2.926 -0.753
H -1.113 3.038 -1.422
H 1.173 3.334 -2.276
N 3.401 3.089 -0.852
H 3.501 3.269 -1.839
S 4.625 2.093 -0.256
O 5.064 2.570 1.018
O 5.572 2.014 -1.327
C 3.787 0.528 -0.035
C 3.105 -0.037 -1.095
C 2.429 -1.227 -0.907
C 2.430 -1.876 0.328
C 3.135 -1.288 1.373
C 3.807 -0.089 1.196
H 4.349 0.377 2.003
H 3.169 -1.754 2.343
C 1.666 -3.182 0.484
C 2.182 -4.197 -0.545
H 2.013 -3.858 -1.563
H 1.671 -5.148 -0.416
H 3.249 -4.359 -0.411
C 1.824 -3.795 1.878
H 2.867 -4.014 2.093
H 1.430 -3.135 2.646
H 1.270 -4.730 1.925
C 0.175 -2.905 0.247
H -0.396 -3.824 0.356
H -0.002 -2.509 -0.749
H -0.189 -2.182 0.973
H 1.895 -1.654 -1.742
H 3.113 0.451 -2.057
H 2.734 2.637 1.632
H 0.433 2.321 2.490
C -2.039 0.291 -0.095
H -0.994 0.470 -0.349
H -2.122 -0.662 0.443
H -4.250 2.029 1.686
H -4.054 0.251 1.685
H -4.678 2.008 -0.744
H -2.811 1.158 -1.914
H -2.566 -1.888 -1.708
H -3.130 -1.003 -3.124
H -1.453 -0.814 -2.581
*
```

Summary:
Kohn-Sham gap   0.338 Eh
SMILES   C[C@@H]1CN(C(=O)c2ccc(NS(=O)(=O)c3ccc(C(C)(C)C)cc3)cc2)C[C@H](C)O1
ΔE to the lowest compared entry with this formula, charge and spin   0.236 eV
Energy   -46344.031 eV
Highest occupied orbital energy   -8.81 eV

Here are the natural (NBO) charges for atoms 1 to 5, given in e: atom 1 (C): -0.619, atom 2 (C): 0.094, atom 3 (O): -0.535, atom 4 (C): 0.095, atom 5 (C): -0.617